{
  "formula": "C12H24FN",
  "method": "the ωB97M-V functional and the def2-TZVPD basis",
  "relative_energy_kj_mol": 154.48,
  "charge": 0,
  "total_energy_ha": -626.0121,
  "multiplicity": 1,
  "symbols": ["C", "C", "C", "C", "C", "C", "C", "C", "C", "C", "C", "C", "N", "F", "H", "H", "H", "H", "H", "H", "H", "H", "H", "H", "H", "H", "H", "H", "H", "H", "H", "H", "H", "H", "H", "H", "H", "H"],
  "positions_angstrom": [[-3.319, -0.470, 1.017], [-2.210, -0.717, 0.392], [0.162, -1.328, 2.879], [0.055, -2.583, 0.749], [2.630, 0.378, -1.568], [0.480, -0.812, -2.402], [0.651, 2.953, 0.078], [-1.467, 2.032, -0.773], [0.509, -1.289, 1.405], [1.333, -0.410, -1.164], [0.069, 1.899, -0.890], [-0.088, -0.008, 0.743], [0.576, 0.518, -0.322], [-0.367, 0.938, 1.766], [-4.138, -0.871, 0.594], [-3.255, 0.088, 1.941], [-2.027, -1.315, -0.592], [0.115, -0.448, 3.470], [-0.794, -1.857, 3.188], [0.923, -1.906, 3.257], [0.702, -3.498, 0.918], [-0.794, -2.900, 1.142], [-0.036, -2.606, -0.263], [2.390, 1.452, -1.938], [3.041, 0.499, -0.641], [3.147, -0.285, -2.276], [0.145, 0.056, -3.108], [-0.410, -1.181, -2.038], [1.124, -1.528, -3.018], [0.201, 3.812, -0.163], [0.396, 2.813, 1.103], [1.697, 2.884, 0.027], [-1.856, 1.313, -1.424], [-1.577, 3.030, -1.152], [-1.858, 1.987, 0.159], [1.624, -1.315, 1.506], [1.567, -1.296, -0.761], [0.658, 1.970, -1.842]]
}



{
  "formula": "C4H15NO3",
  "method": "the ωB97M-V functional and the def2-TZVPD basis",
  "relative_energy_kj_mol": 136.61,
  "charge": 0,
  "smiles": "C/C=C(/C)N.O.O.O",
  "total_energy_ha": -441.8298,
  "multiplicity": 1,
  "symbols": ["C", "C", "C", "C", "N", "H", "H", "H", "H", "H", "H", "H", "H", "H", "O", "H", "H", "O", "H", "H", "O", "H", "H"],
  "positions_angstrom": [[-1.511, -0.852, 0.718], [-1.135, 0.412, -0.041], [0.085, 0.545, -0.568], [0.407, 1.773, -1.384], [1.151, -0.363, -0.337], [-0.759, -1.612, 0.929], [-1.848, -0.396, 1.653], [-2.263, -1.520, 0.283], [-1.930, 1.125, -0.189], [0.651, 2.561, -0.667], [-0.309, 2.010, -2.155], [1.407, 1.668, -1.832], [0.855, -1.322, -0.261], [1.778, -0.208, -1.078], [-2.118, -1.986, -2.611], [-1.292, -2.465, -2.537], [-2.353, -1.546, -1.792], [2.026, 1.912, 1.513], [1.653, 1.423, 2.244], [2.175, 1.418, 0.711], [0.887, -0.772, 2.807], [0.642, -1.254, 2.015], [1.800, -0.550, 2.578]]
}



{
  "formula": "C4H10S",
  "method": "the ωB97M-V functional and the def2-TZVPD basis",
  "relative_energy_kj_mol": 209.45,
  "charge": 0,
  "smiles": "CCCCS",
  "total_energy_ha": -556.5022,
  "multiplicity": 1,
  "symbols": ["C", "C", "C", "C", "S", "H", "H", "H", "H", "H", "H", "H", "H", "H", "H"],
  "positions_angstrom": [[-1.934, -0.635, 0.379], [-0.786, -0.536, -0.615], [0.131, 0.896, -0.146], [1.634, 0.710, 0.067], [2.880, -0.631, -0.054], [-1.649, -0.667, 1.409], [-2.597, 0.230, 0.228], [-2.457, -1.543, -0.086], [-1.251, -0.445, -1.585], [-0.247, -1.525, -0.577], [-0.012, 1.767, -0.791], [-0.294, 1.481, 0.723], [2.014, 1.318, 0.979], [2.096, 1.212, -0.671], [2.473, -1.633, 0.738]]
}



{
  "formula": "C24H56HgN8O8",
  "method": "the ωB97M-V functional and the def2-TZVPD basis",
  "charge": 2,
  "total_energy_ha": -2141.1767,
  "multiplicity": 1,
  "symbols": ["Hg", "C", "C", "O", "N", "C", "H", "H", "H", "H", "H", "H", "H", "C", "C", "O", "N", "C", "H", "H", "H", "H", "H", "H", "H", "C", "C", "O", "N", "C", "H", "H", "H", "H", "H", "H", "H", "C", "C", "O", "N", "C", "H", "H", "H", "H", "H", "H", "H", "C", "C", "O", "N", "C", "H", "H", "H", "H", "H", "H", "H", "C", "C", "O", "N", "C", "H", "H", "H", "H", "H", "H", "H", "C", "C", "O", "N", "C", "H", "H", "H", "H", "H", "H", "H", "C", "C", "O", "N", "C", "H", "H", "H", "H", "H", "H", "H"],
  "positions_angstrom": [[0.107, -0.002, -0.097], [-3.117, 2.091, -2.784], [-2.611, 2.007, -1.365], [-1.780, 1.181, -1.022], [-3.118, 2.917, -0.504], [-2.577, 3.156, 0.804], [-3.443, 3.102, -3.019], [-3.903, 1.358, -2.955], [-2.292, 1.858, -3.457], [-3.804, 3.573, -0.835], [-3.389, 3.337, 1.510], [-1.938, 4.042, 0.785], [-2.014, 2.295, 1.146], [-4.239, -0.467, 1.812], [-2.803, -0.673, 2.211], [-1.870, -0.376, 1.474], [-2.604, -1.279, 3.391], [-1.276, -1.685, 3.838], [-4.654, -1.372, 1.369], [-4.294, 0.341, 1.093], [-4.863, -0.244, 2.683], [-3.386, -1.728, 3.838], [-1.094, -1.293, 4.845], [-0.541, -1.285, 3.149], [-1.227, -2.771, 3.931], [-0.131, -0.585, -4.649], [0.304, 0.499, -3.688], [0.528, 0.246, -2.515], [0.456, 1.736, -4.197], [0.774, 2.882, -3.349], [-0.553, -0.233, -5.585], [-0.830, -1.251, -4.146], [0.759, -1.189, -4.859], [0.240, 1.901, -5.163], [0.198, 2.804, -2.423], [0.426, 3.790, -3.837], [1.829, 2.919, -3.095], [2.349, 0.173, 3.816], [1.199, 0.959, 3.278], [0.750, 0.745, 2.166], [0.688, 1.905, 4.067], [-0.527, 2.621, 3.709], [3.265, 0.602, 3.395], [2.246, -0.861, 3.507], [2.473, 0.246, 4.897], [0.955, 1.938, 5.035], [-0.876, 3.189, 4.565], [-1.314, 1.927, 3.408], [-0.342, 3.310, 2.883], [-3.562, -1.788, -1.618], [-2.200, -2.393, -1.701], [-1.207, -1.845, -1.224], [-2.107, -3.545, -2.389], [-3.223, -4.305, -2.965], [-3.454, -0.797, -1.184], [-4.243, -2.386, -1.014], [-3.987, -1.665, -2.616], [-1.183, -3.930, -2.489], [-3.651, -3.794, -3.828], [-3.999, -4.490, -2.226], [-2.845, -5.264, -3.305], [1.345, -3.833, -0.389], [1.121, -3.146, 0.933], [0.633, -2.013, 0.975], [1.535, -3.759, 2.060], [2.000, -5.120, 2.159], [2.397, -4.108, -0.500], [1.031, -3.134, -1.156], [0.791, -4.770, -0.467], [1.402, -3.239, 2.913], [1.605, -5.733, 1.351], [1.660, -5.585, 3.082], [3.090, -5.197, 2.118], [3.847, 0.189, -2.380], [3.607, -0.411, -1.021], [2.517, -0.345, -0.457], [4.650, -1.040, -0.456], [4.568, -1.650, 0.852], [4.840, 0.640, -2.447], [3.096, 0.942, -2.586], [3.782, -0.589, -3.143], [5.518, -1.060, -0.962], [4.049, -0.984, 1.541], [5.552, -1.903, 1.228], [3.980, -2.576, 0.819], [2.991, 2.633, 0.604], [1.631, 3.140, 0.224], [0.717, 2.411, -0.160], [1.475, 4.468, 0.285], [0.210, 5.138, 0.016], [2.889, 1.703, 1.153], [3.539, 3.353, 1.210], [3.545, 2.433, -0.313], [2.234, 5.047, 0.596], [0.404, 6.175, -0.238], [-0.444, 5.093, 0.888], [-0.284, 4.672, -0.835]]
}



no.,F_max (eV/A)
1,6.87
2,2.37
3,3.89
4,0.93